--- A ---
The following is a quantum chemistry calculation of a 2-piece molecular cluster, CH10N3 overall, from OMol25.

Positions of all 14 atoms, in Å:
C -0.50 1.16 -0.79
H -1.34 0.55 -1.13
N 0.71 0.28 -0.77
H -0.36 1.93 -1.53
N 0.39 -2.17 0.91
H 0.94 -0.01 -1.77
H 1.49 0.94 -0.55
N -0.93 1.74 0.43
H -0.62 -2.36 0.88
H -0.37 2.35 1.01
H 0.61 -2.21 1.90
H -1.48 1.17 1.02
H 0.82 -2.93 0.43
H 0.65 -0.44 -0.03

Values from the calculation:
Expectation value of S²: 0.751
Multiplicity: 2
E_LUMO (spin up / spin down) (eV): 0.933 / 0.541

natural (NBO) population analysis, charges in e, atoms 1 to 6: C -0.20; H 0.20; N -1.07; H 0.20; N -1.11; H 0.26

--- B ---
The following is a quantum chemistry calculation of a 2-piece molecular cluster, CH10N3 overall, from OMol25.

Positions of all 14 atoms, in Å:
H 0.33 1.42 1.58
H -0.36 1.80 -1.24
N -0.79 -2.12 0.44
N 0.83 0.14 -0.83
N -0.29 1.65 0.82
H 1.08 0.12 -1.85
C 0.34 1.55 -0.45
H 1.67 -0.12 -0.27
H -0.72 -1.86 1.42
H -1.09 1.03 0.88
H 0.04 -0.52 -0.66
H 1.24 2.16 -0.51
H -0.48 -3.09 0.45
H -1.79 -2.16 0.24

Values from the calculation:
Expectation value of S²: 0.751
Multiplicity: 2
E_LUMO (spin up / spin down) (eV): 0.928 / 0.551

natural (NBO) population analysis, charges in e, atoms 1 to 6: H 0.36; H 0.19; N -1.12; N -1.09; N -0.82; H 0.31

Stability summary: most stable B, least stable A.

--- A ---
The following is a quantum chemistry calculation of a 8-piece molecular cluster, C24H70N6O8 overall, from OMol25.

Positions of all 108 atoms, in Å:
H 2.58 6.20 4.48
C -3.23 -1.99 -2.42
H -3.00 -2.92 -1.92
O -0.35 4.33 2.75
N -6.31 0.29 0.07
C -3.26 -2.29 -3.94
H -0.42 2.16 -1.31
H -5.86 2.18 0.92
H 6.89 1.74 -3.35
H -5.01 -3.42 -3.70
H 2.46 -1.50 2.10
H 4.35 -3.97 -2.18
H -5.21 -1.75 -4.50
H 2.62 2.41 -3.96
H -4.13 1.24 2.51
C 0.80 -3.53 5.45
C -4.10 3.73 -0.85
H -6.23 -2.38 -6.60
H 4.55 0.21 -1.10
H -3.03 3.82 -0.64
H 6.78 -0.26 -2.26
N 1.37 0.19 -2.27
H -5.70 0.49 2.69
H 2.51 -4.01 4.31
H -4.41 4.51 -1.53
C -5.69 -3.32 -6.45
C 1.07 0.57 -0.89
H 1.34 -6.39 3.59
H -2.55 -3.11 -4.06
O -4.50 -3.24 -5.71
H 2.35 7.78 3.75
H 3.94 -3.31 -3.80
H 1.11 0.97 -2.87
H -0.21 -3.55 5.04
C -4.64 -2.69 -4.43
C -0.44 2.95 2.55
C 5.88 0.08 -2.79
H 2.64 -1.00 6.29
H 3.10 -2.71 6.21
H 1.72 1.42 -0.63
C 5.15 -1.04 -3.46
H 1.92 -2.12 7.43
O 1.26 -2.20 5.43
H 3.34 6.50 2.94
H -1.48 2.72 2.32
H 2.93 -5.05 6.33
H 1.32 -4.92 2.68
H -2.76 -1.29 -5.66
C 2.28 -2.02 6.40
H 1.64 -0.57 3.35
H 0.52 -3.83 6.47
H 1.71 3.64 -3.94
C -4.21 1.44 -0.34
H -4.59 3.84 0.12
H 4.11 -0.74 -3.70
N 6.44 0.98 -3.85
C 0.97 -5.37 3.61
H 3.14 -2.60 -2.43
O 1.84 2.78 -3.52
H 1.61 4.30 2.28
O -0.10 -2.39 -3.48
H -7.12 0.39 0.68
C 1.36 -0.59 0.06
H -3.98 0.47 -0.80
H 5.64 1.56 -1.16
H -2.45 -1.26 -2.21
H 2.38 0.08 -2.39
C -0.32 1.16 -0.88
H -4.17 -1.64 -1.99
N 0.06 6.95 3.67
C -4.88 0.64 1.99
C 2.45 6.72 3.53
H -3.28 -0.33 -4.49
H -6.38 -4.01 -5.93
H -0.88 -1.89 -3.76
C 1.51 -1.01 2.37
H 2.82 -6.17 5.16
H 0.54 -1.72 -3.20
H -4.47 -0.36 1.84
H 0.84 -1.87 2.47
H 2.44 -0.75 -0.03
C 0.97 4.74 3.05
H 5.58 -1.44 -4.39
O -4.42 2.42 -1.30
C 1.12 6.26 2.90
H -1.02 0.54 -1.45
H -0.05 2.26 3.30
H 1.01 6.52 1.85
H -6.64 0.60 -0.84
N 2.27 -5.52 5.72
H 7.23 0.48 -4.24
H -0.68 1.13 0.15
C 5.06 0.89 -1.79
H 4.26 1.46 -2.26
C 4.07 -3.09 -2.73
C -5.33 1.26 0.67
H -5.47 -3.72 -7.44
H -0.10 -5.45 3.80
O 5.13 -2.16 -2.59
H 0.11 6.56 4.62
H 0.06 2.68 1.60
H 1.22 4.43 4.07
H -0.82 6.54 3.34
C 1.67 -4.58 4.74
H 0.79 -1.50 -0.17
H -3.29 1.63 0.23
N -2.68 -1.14 -4.66
O 1.03 -0.16 1.36

Values from the calculation:
Structure (SMILES): COC[C@H](C)N.COC[C@H](C)N.COC[C@H](C)N.COC[C@H](C)N.COC[C@H](C)N.COC[C@H](C)N.O.O
E_LUMO (eV): 0.433

Mulliken population analysis, charges in e, atoms 1 to 6: H 0.34; C -0.43; H 0.35; O -0.36; N -0.74; C 0.27

--- B ---
The following is a quantum chemistry calculation of a 8-piece molecular cluster, C24H70N6O8 overall, from OMol25.

Positions of all 108 atoms, in Å:
H 3.59 2.53 0.11
H -4.85 -1.00 4.82
C -2.81 -0.66 -2.22
H 2.03 5.09 2.33
N -6.59 0.38 3.46
H 3.48 -0.22 -2.33
C 7.17 2.30 -1.82
H 1.91 -3.39 -6.57
C 2.32 -1.46 -4.65
H -1.57 -2.63 -4.05
H -7.01 0.29 4.37
O -2.44 -3.35 2.74
H 0.02 1.56 5.68
H -2.83 -4.70 0.31
O 2.08 -0.20 -3.94
N 1.02 1.52 5.51
O 6.09 2.56 -0.98
H 6.06 0.70 -0.14
H -0.58 2.77 -1.48
C -5.22 0.89 3.85
H 2.11 -2.41 -8.10
H -0.63 3.20 -0.03
C 2.41 -0.29 -2.54
H -1.87 0.63 -4.66
H 3.62 -0.28 -6.38
H -1.73 -4.37 -1.17
N -1.14 -2.28 -3.20
H -0.18 2.44 3.17
H -4.93 0.32 -1.25
H -3.61 -1.38 -2.36
H -2.36 -0.02 1.08
H 6.85 2.03 -2.83
H -0.51 -2.46 -1.22
H -2.67 -0.63 -1.14
H 2.51 0.75 -6.19
C 2.01 -1.31 -6.16
H 2.90 0.68 1.45
O -3.03 1.14 2.75
C 5.32 1.39 -0.56
H 2.10 0.65 -2.10
C -1.48 -3.00 0.50
H 7.72 3.23 -2.00
C 2.36 -2.52 -7.05
H 3.75 2.10 2.60
H -6.63 -0.55 3.08
H 1.10 -0.62 2.91
H 3.44 -2.67 -7.01
H 0.99 -0.96 -6.35
H 1.40 0.10 0.19
H 1.66 -2.20 -4.22
H 2.03 -1.18 -2.02
H -1.84 -2.99 4.72
H -2.33 -2.32 0.40
C 1.35 4.25 2.22
H -0.44 -0.17 3.62
N 2.66 -0.13 -6.66
H 0.31 4.57 2.34
H 3.36 -1.73 -4.46
C -1.63 -0.43 -4.53
N -0.33 -2.50 -0.22
H -1.19 -5.15 0.27
C -2.69 -2.78 4.06
H 1.43 3.82 1.23
O -3.20 0.72 -2.34
C -2.31 0.95 1.58
H -0.18 -2.32 -3.52
O 1.73 3.32 3.23
H -5.29 1.94 4.13
C -4.75 0.07 4.98
H -3.68 0.24 5.13
H -0.63 -0.41 -2.58
H -5.22 0.40 5.91
H -2.45 -1.01 -4.95
H 4.86 0.98 -1.46
C -1.50 -0.88 -3.06
C 0.87 2.15 3.15
H 5.29 1.33 2.40
H 7.89 1.64 -1.34
C -4.41 0.83 2.57
H 5.10 3.03 1.88
H -0.43 -3.63 2.24
C -4.57 0.96 -2.06
O -0.29 2.51 -0.60
H -4.82 1.66 2.00
C 0.61 -0.34 3.84
H -4.81 2.02 -1.98
H 4.01 -0.24 0.69
C 1.27 1.03 4.17
H -2.94 -1.72 4.05
H -1.05 -1.93 2.27
H 0.18 0.93 -0.13
H 2.34 0.82 4.12
C 4.62 2.05 1.94
H -2.61 1.66 0.81
H 0.67 -1.17 4.55
H -1.26 1.17 1.76
C 4.17 1.68 0.48
H -3.60 -3.26 4.42
H -4.64 -0.02 1.93
H -0.65 -0.59 -4.98
N 3.33 0.51 0.56
H 1.12 1.68 2.20
H 1.19 2.52 5.54
O 0.44 0.09 0.23
H -0.20 -1.51 -0.05
C -1.86 -4.38 -0.09
H -5.19 0.57 -2.87
C -1.27 -2.97 2.02

Values from the calculation:
Structure (SMILES): COC[C@H](C)N.COC[C@H](C)N.COC[C@H](C)N.COC[C@H](C)N.COC[C@H](C)N.COC[C@H](C)N.O.O
E_LUMO (eV): 0.204

Mulliken population analysis, charges in e, atoms 1 to 6: H 0.00; H 0.30; C -0.03; H 0.28; N -0.79; H 0.32

Stability summary: most stable A, least stable B.

--- A ---
The following is a quantum chemistry calculation of a 12-piece molecular cluster, BH26O11 overall, from OMol25.

Positions of all 38 atoms, in Å:
O -2.39 1.25 3.35
H 2.38 1.05 3.59
O 3.48 -0.26 -1.53
H 1.71 1.01 -3.88
H -2.64 -0.41 1.27
O 2.28 -2.36 -0.07
O -2.74 0.21 -3.00
H -2.32 0.68 -3.64
H 2.61 -2.57 0.69
H 0.07 -0.85 1.16
O 1.12 3.52 -0.79
O 1.67 1.27 3.22
H -1.78 0.98 4.05
H 1.52 -1.89 -0.06
O -2.12 -2.94 -0.05
H 0.19 -0.17 3.72
H 1.85 1.11 2.33
H 0.94 1.75 -2.73
H -1.63 -2.28 0.03
H -1.93 1.39 2.59
H 2.77 0.31 -1.93
H -3.04 -2.44 0.03
H -0.25 -1.51 3.75
O 0.38 -1.57 -3.58
H -2.03 0.10 -2.40
O -0.25 -0.74 4.17
H -0.77 0.90 0.78
H -0.51 -0.28 -0.73
O -3.41 -0.60 0.88
H 0.96 2.86 -0.20
H -0.23 -1.22 -4.34
O 1.68 1.10 -2.92
B -0.11 0.12 0.23
H -3.56 0.09 0.37
H 0.22 -0.85 -2.92
H 3.05 -0.96 -0.99
H 0.82 0.66 -0.02
H 1.99 3.53 -0.42

Values from the calculation:
Total charge: -1
E_LUMO (eV): 2.381

natural (NBO) population analysis, charges in e, atoms 1 to 6: O -0.96; H 0.44; O -1.03; H 0.48; H 0.48; O -0.93

--- B ---
The following is a quantum chemistry calculation of a 12-piece molecular cluster, BH26O11 overall, from OMol25.

Positions of all 38 atoms, in Å:
H 0.71 -1.41 -1.41
H 2.46 0.70 2.07
H -1.58 -2.35 -2.41
H 0.80 2.71 0.89
O 2.15 -2.60 1.44
H -0.07 1.53 0.62
O 1.07 3.48 -1.60
H -0.58 0.09 -1.44
O -2.75 -1.92 -0.72
H 0.47 4.17 -1.49
H -0.79 -3.16 1.13
O -2.73 0.41 1.58
H 2.87 2.16 0.10
H -2.74 0.08 0.69
O -0.77 0.68 3.29
H 0.10 -0.67 0.34
H -0.57 1.82 -3.98
O -1.26 -2.84 -3.20
H 0.36 1.14 -3.06
H 0.81 2.89 -2.35
O 1.72 0.49 2.60
H -3.62 -2.29 -0.48
O 2.63 2.73 0.84
H 2.52 -2.13 0.70
H -1.33 0.15 3.88
H -2.27 -1.53 0.02
H 1.19 -2.68 1.26
H -0.35 -2.78 -2.95
O 0.34 1.86 -3.70
H -0.25 -2.92 -0.25
H -1.22 0.81 2.49
H -3.30 -0.17 2.08
B 0.39 -0.37 -0.84
O -0.03 2.31 1.10
O -0.36 -3.57 0.38
H 1.29 0.48 -0.84
H 1.18 -0.12 2.04
H 3.55 2.81 1.15

Values from the calculation:
Total charge: -1
E_LUMO (eV): 2.358

natural (NBO) population analysis, charges in e, atoms 1 to 6: H -0.07; H 0.45; H 0.49; H 0.49; O -0.97; H 0.47

Stability summary: most stable B, least stable A.